1:
{"formula": "C3H2N2O2", "method": "the ωB97M-V functional and the def2-TZVPD basis", "elements": ["O", "C", "C", "N", "C", "N", "O", "H", "H"], "coordinates": [[2.353, -1.319, 1.068], [1.198, -1.172, 0.791], [0.275, -0.112, 0.303], [-0.767, -0.398, -0.399], [-1.229, 0.794, -0.877], [-0.593, 1.866, -0.480], [0.456, 1.456, 0.221], [0.380, -1.931, 0.861], [-2.099, 0.844, -1.508]], "gap_ha": 0.3598, "spin_multiplicity": 1, "lumo_energy_ev": -1.131}

2:
{"formula": "C3H2N2O2", "method": "the ωB97M-V functional and the def2-TZVPD basis", "elements": ["N", "C", "O", "C", "O", "C", "N", "H", "H"], "coordinates": [[-1.970, -1.210, -0.002], [-1.298, -0.211, 0.053], [0.685, -0.808, 0.215], [1.570, 0.086, -0.038], [1.390, 1.297, -0.233], [-1.176, 1.160, 0.095], [-0.377, 2.038, 0.052], [-1.466, -2.093, -0.061], [2.635, -0.209, -0.111]], "gap_ha": [0.3011, 0.3011], "spin_multiplicity": 1, "lumo_energy_ev": [-1.206, -1.206]}

Relative energy of each structure, in kcal/mol: 1 0.0; 2 33.2.

1:
{"formula": "C3H2N2O2", "method": "the ωB97M-V functional and the def2-TZVPD basis", "elements": ["O", "C", "C", "N", "C", "N", "O", "H", "H"], "coordinates": [[0.762, -1.993, 1.944], [-0.117, -1.608, 1.225], [-0.152, -0.289, 0.544], [-0.648, 0.235, -0.419], [-0.298, 1.228, -1.238], [0.897, 1.805, -0.972], [1.547, 1.336, -0.037], [-1.009, -2.228, 0.983], [-0.939, 1.546, -2.038]], "gap_ha": [0.2965, 0.2966], "spin_multiplicity": 1, "lumo_energy_ev": [-1.309, -1.310]}

2:
{"formula": "C3H2N2O2", "method": "the ωB97M-V functional and the def2-TZVPD basis", "elements": ["N", "C", "C", "C", "N", "O", "O", "H", "H"], "coordinates": [[-2.447, 1.446, 0.192], [-1.433, 0.973, 0.053], [-0.280, 0.193, -0.375], [0.361, -0.822, 0.570], [1.603, -0.694, 0.492], [2.072, 0.263, -0.171], [0.895, 0.911, -0.832], [-0.590, -0.597, -1.087], [-0.181, -1.673, 1.157]], "gap_ha": 0.3984, "spin_multiplicity": 1, "lumo_energy_ev": 0.542}

Relative energy of each structure, in kcal/mol: 1 0.0; 2 18.2.

1:
{"formula": "C3H2N2O2", "method": "the ωB97M-V functional and the def2-TZVPD basis", "elements": ["H", "N", "C", "C", "N", "O", "C", "O", "H"], "coordinates": [[2.053, 0.959, -0.272], [1.541, 0.345, -0.881], [0.436, -0.071, -0.432], [0.232, -1.381, -1.087], [1.073, -1.921, -1.685], [-0.111, 0.465, 0.708], [-1.422, 0.506, 1.094], [-2.356, 0.109, 0.471], [-1.444, 0.988, 2.085]], "gap_ha": 0.3874, "spin_multiplicity": 1, "lumo_energy_ev": -0.147}

2:
{"formula": "C3H2N2O2", "method": "the ωB97M-V functional and the def2-TZVPD basis", "elements": ["H", "N", "C", "C", "N", "O", "C", "O", "H"], "coordinates": [[-0.289, 0.888, -2.221], [0.581, 0.524, -1.830], [0.466, 0.368, -0.592], [1.582, -0.110, 0.199], [2.483, -0.457, 0.832], [-0.679, 0.776, 0.131], [-1.251, -0.194, 0.918], [-0.857, -1.338, 0.930], [-2.036, -0.456, 1.633]], "gap_ha": 0.3983, "spin_multiplicity": 1, "lumo_energy_ev": -0.236}

Relative energy of each structure, in kcal/mol: 1 9.8; 2 0.0.

1:
{"formula": "C3H2N2O2", "method": "the ωB97M-V functional and the def2-TZVPD basis", "elements": ["O", "C", "C", "C", "N", "O", "N", "H", "H"], "coordinates": [[1.271, 1.983, 0.138], [0.678, 0.931, 0.012], [-0.777, 0.686, -0.087], [-0.952, -0.654, -0.018], [0.224, -1.306, -0.374], [1.515, -1.363, 0.668], [1.261, -0.359, -0.303], [-1.480, 1.427, -0.046], [-1.740, -1.344, 0.010]], "gap_ha": 0.3076, "spin_multiplicity": 1, "lumo_energy_ev": -1.649}

2:
{"formula": "C3H2N2O2", "method": "the ωB97M-V functional and the def2-TZVPD basis", "elements": ["O", "C", "C", "N", "C", "N", "O", "H", "H"], "coordinates": [[1.938, -0.350, -0.634], [1.422, -0.140, 0.418], [0.007, -1.033, 0.727], [-0.960, -1.076, 0.007], [-1.412, 0.079, -0.648], [-0.764, 1.162, -0.392], [0.168, 1.079, 0.507], [1.844, 0.214, 1.351], [-2.243, 0.065, -1.337]], "gap_ha": 0.3373, "spin_multiplicity": 1, "lumo_energy_ev": -1.204}

3:
{"formula": "C3H2N2O2", "method": "the ωB97M-V functional and the def2-TZVPD basis", "elements": ["N", "C", "C", "N", "O", "C", "O", "H", "H"], "coordinates": [[-2.221, -1.232, 0.023], [-1.550, -0.208, -0.033], [-0.995, 0.955, 0.039], [-0.103, 1.832, 0.089], [1.218, 1.357, -0.280], [1.631, 0.111, 0.042], [1.023, -0.764, 0.595], [-1.680, -2.074, -0.187], [2.677, 0.024, -0.289]], "gap_ha": 0.3061, "spin_multiplicity": 1, "lumo_energy_ev": -0.990}

4:
{"formula": "C3H2N2O2", "method": "the ωB97M-V functional and the def2-TZVPD basis", "elements": ["O", "C", "N", "C", "C", "N", "O", "H", "H"], "coordinates": [[-0.721, 1.799, 1.963], [-0.157, 0.846, 1.587], [0.643, 0.034, 1.324], [0.781, -0.722, 0.241], [0.047, -0.541, -0.892], [-0.680, 0.553, -0.910], [-1.624, 0.824, -1.688], [1.533, -1.485, 0.104], [0.178, -1.308, -1.730]], "gap_ha": [0.2803, 0.2803], "spin_multiplicity": 1, "lumo_energy_ev": [-1.451, -1.451]}

Relative energy of each structure, in kcal/mol: 1 56.9; 2 32.3; 3 17.1; 4 0.0.

1:
{"formula": "C4H4O3S", "method": "the ωB97M-V functional and the def2-TZVPD basis", "elements": ["O", "C", "O", "C", "C", "C", "O", "S", "H", "H", "H", "H"], "coordinates": [[2.808, -1.460, 0.211], [3.085, -0.269, -0.060], [2.173, 0.888, 0.025], [0.923, 1.009, -0.133], [-0.004, 0.003, -0.095], [-1.399, 0.152, -0.065], [-1.706, 1.378, 0.109], [-2.771, -0.887, -0.036], [4.189, 0.021, -0.581], [0.669, 2.122, 0.167], [0.404, -1.072, -0.231], [-2.740, 1.303, 0.578]], "gap_ha": 0.2866, "spin_multiplicity": 1, "lumo_energy_ev": -0.843}

2:
{"formula": "C4H4O3S", "method": "the ωB97M-V functional and the def2-TZVPD basis", "elements": ["O", "C", "O", "C", "C", "S", "C", "O", "H", "H", "H", "H"], "coordinates": [[-2.770, 0.221, -0.023], [-1.476, -0.131, -0.088], [-1.232, -1.421, -0.061], [0.124, -1.546, 0.102], [0.748, -0.334, 0.136], [2.472, 0.015, -0.114], [-0.342, 0.624, 0.035], [-0.316, 2.027, 0.077], [-2.822, 1.133, 0.178], [0.428, -2.566, 0.137], [2.717, 0.618, 1.046], [0.350, 2.283, -0.593]], "gap_ha": 0.3216, "spin_multiplicity": 1, "lumo_energy_ev": 0.513}

Relative energy of each structure, in kcal/mol: 1 50.7; 2 0.0.

1:
{"formula": "CH8NO2", "method": "the ωB97M-V functional and the def2-TZVPD basis", "elements": ["C", "N", "H", "H", "H", "H", "H", "H", "O", "H", "H", "O"], "coordinates": [[-1.785, -0.483, -1.339], [-0.564, -0.322, -1.179], [-2.241, -0.191, -2.333], [-2.433, -0.847, -0.576], [-0.089, -0.549, -0.245], [0.143, -0.034, -1.776], [3.358, 0.054, 0.162], [2.763, 0.904, 1.411], [2.543, 0.176, 0.694], [0.168, 0.591, 1.674], [-1.275, 0.522, 2.066], [-0.587, 0.179, 1.441]], "gap_ha": 0.3815, "spin_multiplicity": 1, "lumo_energy_ev": -4.934, "charge": 1}

2:
{"formula": "CH8NO2", "method": "the ωB97M-V functional and the def2-TZVPD basis", "elements": ["C", "N", "H", "H", "H", "H", "H", "H", "O", "H", "H", "O"], "coordinates": [[1.014, 0.396, -0.483], [0.197, 0.041, 0.414], [1.183, 1.459, -0.609], [1.530, -0.376, -1.046], [-0.050, -0.914, 0.638], [-0.391, 0.735, 0.876], [0.059, -2.717, -2.063], [0.705, -3.225, -0.820], [0.773, -2.495, -1.450], [-2.556, 2.329, 1.324], [-1.354, 2.814, 2.092], [-1.622, 2.135, 1.460]], "gap_ha": 0.4050, "spin_multiplicity": 1, "lumo_energy_ev": -4.902, "charge": 1}

Relative energy of each structure, in kcal/mol: 1 19.6; 2 0.0.

1:
{"formula": "C4H8N2O2", "method": "the ωB97M-V functional and the def2-TZVPD basis", "elements": ["C", "C", "C", "N", "O", "C", "N", "O", "H", "H", "H", "H", "H", "H", "H", "H"], "coordinates": [[-1.116, 1.579, -0.465], [-0.890, 0.345, -0.088], [-1.892, -0.551, 0.466], [0.389, -0.262, 0.104], [0.427, -1.417, -0.552], [1.634, 0.447, 0.074], [2.671, -0.401, 0.101], [1.650, 1.643, 0.251], [-0.410, 2.324, -0.763], [-2.118, 1.963, -0.380], [-2.785, -0.034, 0.690], [-2.267, -1.162, -0.458], [-1.464, -1.011, 1.369], [0.245, -2.182, 0.056], [2.413, -1.297, -0.201], [3.512, 0.018, -0.204]], "gap_ha": 0.3449, "spin_multiplicity": 1, "lumo_energy_ev": 0.593}

2:
{"formula": "C4H8N2O2", "method": "the ωB97M-V functional and the def2-TZVPD basis", "elements": ["O", "C", "C", "C", "C", "N", "O", "N", "H", "H", "H", "H", "H", "H", "H", "H"], "coordinates": [[0.247, 2.013, 0.894], [0.922, 0.987, 1.199], [0.759, -0.310, -0.031], [-0.535, -1.490, -0.290], [-0.928, -0.083, -0.230], [-1.085, 0.955, -1.172], [1.260, 0.007, -1.151], [-0.796, -2.195, 0.782], [2.058, 1.130, 1.220], [0.613, 0.449, 2.134], [-1.540, 0.032, 0.671], [-0.523, -1.922, -1.294], [-0.551, 1.677, -0.551], [-0.355, 0.842, -1.898], [-0.885, -3.198, 0.701], [1.449, -0.998, 0.484]], "gap_ha": 0.2659, "spin_multiplicity": 1, "lumo_energy_ev": -2.299}

3:
{"formula": "C4H8N2O2", "method": "the ωB97M-V functional and the def2-TZVPD basis", "elements": ["C", "C", "C", "C", "H", "H", "H", "H", "H", "H", "H", "H", "N", "N", "O", "O"], "coordinates": [[-2.343, -0.127, -0.236], [-0.083, -0.188, 0.503], [1.865, -0.888, -0.369], [1.374, 0.329, 0.314], [-2.814, 0.135, -1.193], [-2.859, 0.015, 0.792], [-2.211, -1.315, -0.486], [-0.729, -0.158, 1.504], [2.949, -1.023, -0.727], [1.793, 0.307, 1.243], [1.414, 2.404, 0.358], [0.172, 1.630, -0.698], [1.133, -1.892, -0.406], [1.463, 1.645, -0.357], [-0.963, 0.580, -0.391], [-0.163, -1.455, 0.149]], "gap_ha": 0.3931, "spin_multiplicity": 1, "lumo_energy_ev": 0.818}

4:
{"formula": "C4H8N2O2", "method": "the ωB97M-V functional and the def2-TZVPD basis", "elements": ["C", "C", "N", "C", "C", "O", "N", "O", "H", "H", "H", "H", "H", "H", "H", "H"], "coordinates": [[0.565, -0.188, -2.102], [0.303, -0.174, -0.537], [-0.179, -1.577, 0.120], [-0.202, -0.936, 1.558], [-0.785, 0.510, 1.319], [-0.642, 1.309, 2.233], [-0.781, 0.908, -0.191], [-0.004, 2.202, -0.137], [0.917, 0.809, -2.235], [-0.550, -0.325, -2.410], [1.413, -0.859, -2.497], [1.220, -0.082, 0.136], [-1.297, -1.615, -0.214], [0.881, -0.729, 2.025], [-0.826, -1.722, 2.259], [-0.033, 2.469, 0.675]], "gap_ha": 0.3780, "spin_multiplicity": 1, "lumo_energy_ev": 0.195}

Relative energy of each structure, in kcal/mol: 1 0.0; 2 109.3; 3 70.6; 4 69.1.

1:
{"formula": "CH10O3S", "method": "the ωB97M-V functional and the def2-TZVPD basis", "elements": ["C", "S", "H", "H", "H", "H", "O", "H", "H", "O", "H", "H", "O", "H", "H"], "coordinates": [[-0.668, -0.242, 1.449], [0.527, -1.784, 1.507], [-0.671, 0.237, 0.477], [-0.315, 0.339, 2.291], [-1.647, -0.653, 1.680], [-0.570, -2.412, 1.960], [-2.837, 2.841, 0.610], [-2.694, 2.038, 1.090], [-2.317, 2.742, -0.180], [-0.421, 0.581, -2.117], [-0.654, 1.519, -2.025], [0.374, 0.635, -2.653], [2.959, -0.048, -2.479], [3.621, 0.241, -1.867], [2.533, -0.784, -2.014]], "gap_ha": 0.3533, "spin_multiplicity": 1, "lumo_energy_ev": 0.338}

2:
{"formula": "CH10O3S", "method": "the ωB97M-V functional and the def2-TZVPD basis", "elements": ["C", "S", "H", "H", "H", "H", "O", "H", "H", "O", "H", "H", "O", "H", "H"], "coordinates": [[1.327, -0.832, 0.736], [0.610, -0.545, 2.414], [1.479, 0.128, 0.238], [2.294, -1.298, 0.906], [0.667, -1.432, 0.127], [-0.343, -1.479, 2.310], [0.553, -0.623, -2.397], [1.189, 0.040, -2.640], [-0.324, -0.376, -2.080], [-1.854, -0.163, -0.936], [-1.123, -0.402, -0.343], [-2.237, 0.527, -0.368], [-1.137, 2.153, 0.663], [-0.521, 2.480, -0.005], [-0.579, 1.821, 1.377]], "gap_ha": 0.3690, "spin_multiplicity": 1, "lumo_energy_ev": 0.426}

Relative energy of each structure, in kcal/mol: 1 10.1; 2 0.0.